{
  "formula": "C32H32AsBeNO2PS4",
  "method": "ωB97M-V/def2-TZVPD",
  "elements": ["Be", "S", "As", "S", "S", "S", "C", "C", "C", "C", "C", "O", "C", "N", "C", "C", "C", "C", "C", "C", "P", "C", "C", "C", "C", "C", "C", "C", "C", "C", "C", "C", "C", "H", "H", "H", "H", "H", "H", "H", "H", "H", "H", "H", "H", "H", "H", "H", "H", "H", "H", "H", "H", "H", "H", "H", "H", "C", "C", "O", "C", "C", "C", "C", "C", "C", "H", "H", "H", "H", "H", "H", "H", "H"],
  "xyz": [[-0.054, -0.729, 0.016], [-3.038, -2.315, 3.812], [-1.299, -1.852, 2.747], [-0.439, 0.076, 3.069], [-1.548, -2.079, 0.558], [0.199, -3.454, 3.222], [2.104, -3.259, -1.592], [1.380, -2.574, -2.745], [2.185, -1.391, -3.277], [-0.076, -2.187, -2.414], [-0.932, -2.015, -3.668], [-1.024, -0.585, -3.838], [-0.666, -0.043, -2.660], [-0.204, -0.847, -1.780], [-0.809, 1.430, -2.612], [-0.746, 2.088, -3.844], [-0.856, 3.464, -3.914], [-1.051, 4.194, -2.751], [-1.127, 3.542, -1.532], [-1.003, 2.156, -1.432], [-1.126, 1.311, 0.214], [-2.945, 1.312, 0.437], [-3.498, 0.883, 1.646], [-4.871, 0.745, 1.780], [-5.715, 1.033, 0.719], [-5.176, 1.460, -0.485], [-3.802, 1.595, -0.628], [-0.458, 2.668, 1.234], [-1.184, 3.332, 2.214], [-0.585, 4.340, 2.959], [0.738, 4.688, 2.732], [1.468, 4.024, 1.755], [0.870, 3.021, 1.010], [3.067, -3.644, -1.936], [1.525, -4.101, -1.207], [2.282, -2.571, -0.769], [1.284, -3.313, -3.551], [2.348, -0.661, -2.482], [1.684, -0.889, -4.111], [3.161, -1.727, -3.630], [-0.506, -2.924, -1.737], [-1.946, -2.399, -3.547], [-0.478, -2.430, -4.565], [-0.605, 1.509, -4.745], [-0.793, 3.962, -4.873], [-1.152, 5.272, -2.792], [-1.289, 4.121, -0.632], [-2.849, 0.632, 2.476], [-5.263, 0.373, 2.717], [-6.786, 0.912, 0.824], [-5.822, 1.682, -1.326], [-3.413, 1.920, -1.583], [-2.210, 3.051, 2.411], [-1.155, 4.844, 3.729], [1.204, 5.467, 3.322], [2.505, 4.283, 1.578], [1.437, 2.500, 0.247], [3.212, 0.205, 1.602], [2.276, -0.950, 1.336], [1.438, -0.745, 0.334], [2.386, -2.111, 2.027], [3.467, -2.314, 2.975], [3.904, -3.551, 3.268], [3.321, -4.696, 2.587], [2.194, -4.573, 1.877], [1.449, -3.269, 1.852], [2.891, 1.063, 1.020], [4.242, -0.037, 1.329], [3.194, 0.484, 2.657], [3.945, -1.454, 3.428], [4.716, -3.702, 3.968], [3.817, -5.658, 2.652], [1.749, -5.426, 1.379], [0.859, -3.169, 0.943]],
  "forces_ev_per_angstrom": [[-0.21, -0.10, -0.04], [-0.02, -0.02, -0.02], [0.08, 0.08, -0.04], [0.00, -0.10, 0.02], [0.03, 0.05, 0.07], [-0.01, 0.02, 0.01], [-0.02, -0.02, -0.01], [0.00, 0.02, -0.02], [0.01, 0.00, 0.00], [-0.03, 0.00, -0.02], [0.01, 0.00, 0.00], [-0.01, 0.00, -0.02], [0.05, 0.01, 0.07], [-0.04, -0.03, -0.09], [-0.02, -0.04, 0.02], [0.01, 0.02, 0.00], [0.00, -0.01, 0.01], [0.00, -0.02, -0.01], [-0.01, 0.02, -0.03], [-0.01, 0.03, -0.02], [0.08, 0.10, 0.02], [-0.02, -0.06, -0.06], [0.02, -0.01, -0.03], [0.00, -0.01, 0.04], [0.03, 0.00, -0.02], [-0.01, 0.00, 0.00], [0.01, 0.02, 0.02], [-0.01, -0.02, 0.00], [0.00, -0.01, 0.00], [0.00, 0.00, 0.00], [0.00, -0.01, 0.00], [-0.01, 0.00, -0.01], [0.02, 0.01, 0.01], [0.01, 0.01, 0.01], [0.00, 0.00, 0.00], [0.02, 0.03, 0.01], [0.00, 0.00, 0.00], [-0.01, -0.01, 0.01], [0.00, 0.00, 0.00], [0.00, -0.01, 0.00], [0.00, 0.00, 0.00], [0.00, 0.00, 0.01], [0.00, 0.00, 0.00], [0.00, 0.00, 0.00], [0.00, 0.00, 0.00], [0.00, 0.00, 0.01], [0.00, -0.02, 0.01], [-0.01, -0.02, 0.00], [0.00, 0.01, 0.01], [0.00, 0.00, 0.00], [0.00, 0.00, 0.00], [0.02, -0.01, 0.00], [0.00, 0.01, 0.00], [0.00, 0.00, 0.00], [0.00, 0.00, 0.00], [0.00, 0.00, 0.00], [0.01, 0.00, 0.00], [0.03, 0.02, 0.02], [0.02, 0.01, -0.04], [0.06, 0.11, 0.05], [-0.06, -0.05, 0.05], [0.00, 0.03, 0.00], [0.00, 0.02, 0.02], [0.00, -0.05, -0.03], [-0.04, 0.04, 0.00], [0.09, -0.05, -0.01], [0.00, 0.00, -0.03], [-0.01, -0.01, 0.01], [-0.01, 0.01, 0.00], [0.01, -0.01, 0.01], [0.00, 0.00, 0.00], [0.01, 0.00, 0.01], [-0.01, 0.00, 0.00], [-0.01, 0.00, 0.02]],
  "lowdin_charge": [-0.259, -0.137, -0.311, 0.073, 0.242, 0.539, -0.051, -0.363, -0.052, -0.252, -0.063, 0.004, -0.287, 0.100, -0.118, -0.017, -0.073, -0.066, -0.072, -0.275, 1.100, -0.331, -0.136, -0.070, -0.091, -0.095, -0.086, -0.423, -0.099, -0.080, -0.095, -0.081, -0.111, 0.084, 0.084, 0.064, 0.130, 0.085, 0.078, 0.080, 0.095, 0.134, 0.127, 0.115, 0.102, 0.104, 0.112, 0.011, 0.103, 0.097, 0.095, 0.093, 0.100, 0.101, 0.096, 0.101, 0.102, -0.017, -0.393, -0.170, -0.235, -0.062, -0.109, -0.123, -0.163, -0.603, 0.052, 0.083, 0.083, 0.101, 0.085, 0.090, 0.099, 0.025],
  "gap_ha": 0.2266,
  "e_above_lowest_kj_mol": 0.0,
  "total_energy_ha": -5628.7244,
  "e_lumo_ev": 2.06,
  "homo_energy_ha": -0.151,
  "total_charge": -1,
  "multiplicity": 1
}